Model w:
The following is a quantum chemistry calculation of 3 unconnected molecules or ions with the total composition C4H17N2O2, from OMol25.

XYZ file:
```
25
Properties=species:S:1:pos:R:3:nbo_charge:R:1
N 1.777 -0.573 -0.417 -0.69
C 0.549 -0.105 -1.144 -0.22
C -0.575 0.067 -0.134 -0.24
N -0.689 -1.152 0.666 -0.48
C -2.020 -1.744 0.589 -0.41
C -0.274 -0.982 2.062 -0.42
H 2.003 0.042 0.369 0.46
H 2.577 -0.653 -1.041 0.44
H 1.573 -1.518 -0.076 0.45
H 0.313 -0.893 -1.847 0.22
H 0.777 0.817 -1.677 0.25
H -1.485 0.230 -0.700 0.23
H -0.424 0.967 0.467 0.20
H -2.801 -1.023 0.866 0.18
H -2.066 -2.609 1.237 0.22
H -2.192 -2.122 -0.418 0.21
H -1.032 -0.458 2.666 0.19
H 0.610 -0.347 2.115 0.18
H -0.070 -1.956 2.498 0.22
H -1.150 3.146 -2.701 0.49
H -1.834 1.828 -2.868 0.48
O -1.025 2.209 -2.498 -0.96
H 3.097 2.448 1.133 0.50
H 1.793 2.459 0.335 0.49
O 2.569 1.918 0.521 -0.97
```

Output
LUMO ... -2.83 eV
Net charge ... +1



Model x:
The following is a quantum chemistry calculation of 3 unconnected molecules or ions with the total composition C4H17N2O2, from OMol25.

XYZ file:
```
25
Properties=species:S:1:pos:R:3:nbo_charge:R:1
N 0.047 -1.770 -0.416 -0.70
C 1.056 -0.674 -0.563 -0.23
C 0.535 0.549 0.162 -0.26
N -0.860 0.753 -0.236 -0.50
C -1.113 1.570 -1.425 -0.44
C -1.638 1.280 0.907 -0.41
H -0.096 -2.068 0.565 0.46
H 0.259 -2.650 -0.878 0.43
H -0.829 -1.309 -0.692 0.46
H 1.107 -0.439 -1.627 0.22
H 2.055 -0.962 -0.271 0.25
H 1.302 1.278 -0.149 0.25
H 0.525 0.572 1.251 0.22
H -1.895 2.317 -1.273 0.22
H -1.471 0.987 -2.280 0.20
H -0.267 2.178 -1.766 0.20
H -1.213 2.239 1.231 0.19
H -1.642 0.486 1.654 0.18
H -2.690 1.496 0.710 0.22
H 3.523 1.970 -0.086 0.49
H 4.072 0.765 -0.829 0.49
O 3.287 1.066 -0.341 -0.97
H -2.077 -3.214 1.955 0.50
H -2.218 -1.713 1.804 0.49
O -1.597 -2.444 1.678 -0.97
```

Output
LUMO ... -2.80 eV
Net charge ... +1



Stability check: which of them is least stable? model x.



Model w:
The following is a quantum chemistry calculation of a single C3H2O3S molecule, from OMol25.

XYZ file:
```
9
Properties=species:S:1:pos:R:3:nbo_charge:R:1
O -2.443 -0.586 -0.004 -0.50
C -1.320 -0.233 0.001 0.79
C -0.827 1.203 0.002 -0.67
S 0.971 1.162 -0.003 0.25
C 0.990 -0.605 0.000 0.61
O 1.959 -1.293 0.001 -0.52
O -0.285 -1.145 0.002 -0.49
H -1.232 1.709 -0.866 0.26
H -1.211 1.695 0.900 0.26
```

Output
SMILES string ... O=C1CSC(=O)O1
LUMO ... 0.29 eV
Net charge ... 0



Model x:
The following is a quantum chemistry calculation of a molecular structure, C3H2O3S, from OMol25.

XYZ file:
```
9
Properties=species:S:1:pos:R:3:nbo_charge:R:1
C -0.722 0.155 -0.850 -0.05
C 0.237 -0.229 -1.790 -0.18
C -0.952 0.689 0.506 -0.17
O 2.364 -0.263 -0.402 -0.84
O 0.666 -1.899 0.260 -0.88
O 0.398 0.558 1.015 -0.63
S 1.034 -0.575 -0.114 2.29
H -1.432 1.657 0.579 0.25
H -1.593 -0.093 0.796 0.22
```

Output
LUMO ... -1.43 eV
Net charge ... 0



Model y:
The following is a quantum chemistry calculation of 3 unconnected molecules or ions with the total composition C3H2O3S, from OMol25.

XYZ file:
```
9
Properties=species:S:1:pos:R:3:nbo_charge:R:1
C -0.184 -0.560 1.270 -0.24
C -0.769 2.128 1.111 1.02
C 0.391 -1.438 -1.573 0.29
O -0.603 2.351 2.199 -0.51
O -0.411 -1.957 -2.233 -0.47
O -0.990 1.930 0.014 -0.51
S 1.177 -0.512 1.910 0.22
H 0.157 -0.870 -0.635 0.11
H 1.233 -1.071 -2.062 0.09
```

Output
LUMO ... -0.51 eV
Net charge ... 0



Stability check: which of them is least stable? model x.



Model w:
The following is a quantum chemistry calculation of 2 unconnected molecules or ions with the total composition C3HO3S, from OMol25.

XYZ file:
```
8
Properties=species:S:1:pos:R:3:nbo_charge:R:1
C 0.077 0.088 -0.107 -0.35
C 2.166 2.497 0.228 0.47
C -0.506 1.426 0.600 0.77
O 2.664 3.127 -0.584 -0.60
O -0.382 2.487 0.080 -0.69
O -0.756 0.931 1.681 -0.68
S 1.747 -0.009 -0.193 -0.11
H -0.470 -0.882 0.012 0.18
```

Output
LUMO ... 3.68 eV
Net charge ... -1



Model x:
The following is a quantum chemistry calculation of 2 unconnected molecules or ions with the total composition C3HO3S, from OMol25.

XYZ file:
```
8
Properties=species:S:1:pos:R:3:nbo_charge:R:1
C 0.497 -1.163 1.093 0.56
C 2.195 -0.390 -0.664 1.03
C -0.379 -0.619 0.253 -0.65
O 2.207 -1.374 -1.266 -0.51
O 0.953 -1.768 2.043 -0.58
O 2.288 0.617 -0.115 -0.56
S -0.977 -1.873 -0.749 -0.50
H -0.670 0.498 0.255 0.21
```

Output
LUMO ... 3.60 eV
Net charge ... -1



Stability check: which of them is least stable? model w.



Model w:
The following is a quantum chemistry calculation of 2 unconnected molecules or ions with the total composition C3H7ClS, from OMol25.

XYZ file:
```
12
Properties=species:S:1:pos:R:3:nbo_charge:R:1
C 0.425 0.412 1.374 -0.45
C 0.685 -0.140 0.145 -0.12
C 0.771 0.598 -1.157 -0.67
S 0.914 -1.900 -0.001 -0.02
H 0.583 -0.041 2.363 0.22
H 0.062 1.438 1.370 0.20
H 0.715 1.721 -0.921 0.23
H -0.138 0.519 -1.713 0.23
H 1.619 0.078 -1.799 0.24
H -0.015 -2.357 0.989 0.15
Cl -2.407 -0.199 0.094 -0.22
H -3.214 -0.131 -0.744 0.22
```

Output
SMILES string ... C=C(C)S.Cl
LUMO ... 0.67 eV
Net charge ... 0



Model x:
The following is a quantum chemistry calculation of 2 unconnected molecules or ions with the total composition C3H7ClS, from OMol25.

XYZ file:
```
12
Properties=species:S:1:pos:R:3:nbo_charge:R:1
C -1.014 1.174 -0.504 -0.53
C 0.517 -1.233 1.032 -0.75
C 1.673 0.012 -0.958 -0.48
S 1.331 -1.563 -0.617 0.35
Cl 2.366 1.185 0.220 -0.06
H -0.815 2.005 -1.271 0.19
H -1.099 1.343 0.482 0.15
H -1.605 0.243 -0.898 0.18
H -0.057 -0.290 0.781 0.25
H 1.407 -1.095 1.705 0.24
H -0.079 -2.206 1.287 0.24
H 2.036 0.244 -1.989 0.23
```

Output
LUMO (alpha / beta) ... -0.04 / 0.12 eV
Net charge ... 0



Stability check: which of them is least stable? model x.



Model w:
The following is a quantum chemistry calculation of 3 unconnected molecules or ions with the total composition C4H9NO2S2, from OMol25.

XYZ file:
```
18
Properties=species:S:1:pos:R:3:nbo_charge:R:1
C -2.546 -0.733 -0.647 0.42
C -0.273 0.812 -2.828 -0.79
C -0.010 0.371 3.232 -0.61
C 0.309 -0.521 2.081 0.18
N 0.234 -0.341 0.860 -0.65
O -2.563 -1.697 -0.034 -0.55
O 0.467 -1.478 -1.507 -0.91
S -0.204 2.113 2.685 -0.02
S -0.720 -0.922 -2.428 0.56
H -0.653 1.051 -3.886 0.23
H 0.837 0.867 -2.652 0.24
H -0.793 1.458 -2.192 0.20
H -0.995 0.129 3.647 0.26
H 0.700 0.335 4.126 0.27
H 0.848 -1.569 2.455 0.17
H -0.195 0.620 0.698 0.36
H 0.408 -1.276 -0.471 0.51
H -1.340 2.108 2.150 0.11
```

Output
LUMO ... 0.52 eV
Net charge ... 0



Model x:
The following is a quantum chemistry calculation of a molecular structure, C4H9NO2S2, from OMol25.

XYZ file:
```
18
Properties=species:S:1:pos:R:3:nbo_charge:R:1
C 1.327 -0.781 0.043 -0.46
C 1.874 0.181 -0.993 -0.66
C 0.043 -0.217 0.586 -0.17
C -2.252 -0.175 2.062 -0.73
N -0.839 0.209 -0.990 -0.90
O 0.401 2.348 -1.443 -0.94
O 0.365 0.603 -3.172 -0.95
S -0.954 -1.315 1.512 0.28
S 0.408 0.960 -1.784 2.27
H 1.121 -1.752 -0.412 0.22
H 2.032 -0.945 0.863 0.24
H 2.447 1.000 -0.571 0.25
H 2.435 -0.312 -1.779 0.25
H 0.105 0.784 0.994 0.23
H -2.848 0.114 1.202 0.24
H -1.798 0.695 2.525 0.22
H -2.857 -0.713 2.784 0.24
H -1.010 -0.685 -1.428 0.38
```

Output
LUMO ... 0.60 eV
Net charge ... 0



Stability check: which of them is least stable? model w.



Model w:
The following is a quantum chemistry calculation of a gas-phase ion, C6H9N4 (charge +1), from OMol25.

XYZ file:
```
19
Properties=species:S:1:pos:R:3:nbo_charge:R:1
C 1.795 1.742 0.677 -0.45
N 1.429 0.597 -0.160 -0.52
C 0.160 0.092 -0.254 0.21
N -0.860 1.237 -0.626 0.06
N -0.955 2.298 -0.333 0.26
C -0.104 -0.967 -1.273 -0.20
C -1.089 -1.862 -1.187 -0.18
C -1.997 -1.661 -0.034 0.11
N -1.709 -1.017 1.020 -0.38
C -0.458 -0.478 1.212 -0.20
H 1.547 1.580 1.740 0.23
H 2.908 1.941 0.611 0.26
H 1.291 2.699 0.490 0.22
H 1.980 0.499 -1.070 0.41
H 0.612 -0.963 -2.078 0.23
H -1.249 -2.674 -1.846 0.26
H -3.045 -2.141 -0.200 0.22
H 0.153 -1.337 1.464 0.26
H -0.408 0.414 1.847 0.22
```

Output
SMILES string ... CN[C@@]1([N+]#N)C=CC=NC1
LUMO ... -5.71 eV
Net charge ... +1



Model x:
The following is a quantum chemistry calculation of a gas-phase ion, C6H9N4 (charge +1), from OMol25.

XYZ file:
```
19
Properties=species:S:1:pos:R:3:nbo_charge:R:1
C -1.810 1.144 -0.373 -0.32
C -2.247 -0.110 -0.242 -0.24
C -1.724 -1.059 0.760 -0.15
C -0.495 -1.185 1.247 -0.10
N 0.605 -0.451 0.834 -0.53
C 1.214 -0.483 -0.400 0.41
C 0.820 -1.418 -1.368 0.15
N 0.411 -2.215 -2.085 -0.09
N 2.029 0.527 -0.731 -0.29
N 2.324 1.531 0.149 -0.64
H -0.947 1.586 0.078 0.17
H -2.356 1.831 -0.985 0.22
H -3.201 -0.380 -0.470 0.23
H -2.421 -1.856 1.060 0.24
H -0.433 -1.963 2.077 0.24
H 0.944 0.161 1.541 0.43
H 2.586 0.493 -1.619 0.45
H 1.509 1.889 0.602 0.40
H 3.192 1.959 -0.074 0.43
```

Output
SMILES string ... C=C/C=C\N/C(C#N)=[NH+]\N
LUMO ... -5.06 eV
Net charge ... +1



Stability check: which of them is least stable? model x.



Model w:
The following is a quantum chemistry calculation of a molecular structure, C6H8N4O, from OMol25.

XYZ file:
```
19
Properties=species:S:1:pos:R:3:nbo_charge:R:1
C 2.358 0.312 0.899 -0.15
C 1.512 1.276 0.580 -0.10
C -2.985 0.396 0.151 -0.12
C -1.907 1.185 0.157 -0.10
C -1.240 -0.969 -0.338 0.72
C 2.281 -0.789 -0.117 -0.29
N -2.582 -0.965 -0.007 -0.60
N 1.435 -0.199 -1.114 -0.42
N -0.857 0.372 -0.220 -0.40
N 0.817 0.925 -0.595 -0.04
O -0.625 -1.906 -0.680 -0.68
H 3.000 0.411 1.760 0.22
H 1.508 2.093 1.245 0.23
H -3.947 0.538 0.540 0.21
H -1.778 2.297 0.045 0.23
H 3.310 -0.797 -0.611 0.21
H 2.155 -1.823 0.242 0.24
H -3.257 -1.686 -0.184 0.41
H 0.799 -0.671 -1.754 0.43
```

Output
LUMO ... 0.58 eV
Net charge ... 0



Model x:
The following is a quantum chemistry calculation of a single C6H8N4O molecule, from OMol25.

XYZ file:
```
19
Properties=species:S:1:pos:R:3:nbo_charge:R:1
C -0.724 3.849 0.719 -0.26
C -0.628 2.862 0.048 0.09
C 0.563 -1.410 1.118 -0.23
C 0.074 -2.656 0.754 0.50
C 0.349 1.831 -1.826 -0.60
C -0.476 1.696 -0.688 -0.22
N -0.512 -1.183 -0.755 -0.08
N 0.393 0.728 0.337 -0.34
N 0.123 -0.545 0.184 0.08
N 0.382 -3.907 1.301 -0.78
O -0.536 -2.593 -0.403 -0.30
H -0.561 4.471 1.523 0.22
H 1.185 -1.021 1.942 0.25
H 1.264 2.339 -1.692 0.22
H -0.248 2.326 -2.592 0.21
H 0.655 0.767 -2.205 0.22
H -1.436 1.024 -0.857 0.24
H 0.347 -3.942 2.241 0.38
H -0.214 -4.635 0.853 0.39
```

Output
LUMO (alpha / beta) ... 0.62 / 0.62 eV
Net charge ... 0



Stability check: which of them is least stable? model x.